(1)
A 2-piece molecular cluster, C5H14N4OS overall at a distorted geometry, computed with wB97M-V/def2-TZVPD.

Geometry (Å):
S 1.61964 0.08800 1.26582
O 0.46256 2.63219 -1.91749
N 0.34454 -2.36054 1.28051
N -0.29374 0.44474 -1.72706
N -1.11888 1.36870 -1.17205
N 0.27240 -1.15719 0.79490
C -0.08194 -2.58759 2.66995
C -0.62509 2.57330 -1.21347
C 0.77953 1.29359 -2.36274
C -0.35788 -0.81829 -1.47659
C -1.36254 3.80969 -0.84547
H -1.13749 -1.19289 -0.92407
H 0.91324 1.26594 -3.50221
H -1.66149 4.38630 -1.73435
H 0.07419 -3.66248 3.08076
H 1.17081 -2.80914 1.06177
H -1.17424 -2.26995 2.87192
H -0.87833 4.42019 0.05190
H 0.32087 -1.37022 -1.94152
H 0.50759 -1.88145 3.26319
H -1.93802 1.10317 -0.51258
H 1.78448 0.99999 -2.00556
H 2.17765 -0.64745 2.25134
H -2.33983 3.40646 -0.41011
H -0.62027 -0.71992 1.07453

Summary:
Gap between HOMO and LUMO (alpha / beta) (eV): 6.55 / 6.55
M (g/mol): 178.26
Charge: +2
Total energy (Ha): -890.533736
Energy relative to the best compared isomer or geometry (same formula, charge and spin) (kcal per mole): 167.8

For each atom in turn, the Mulliken charge in e is: number 1, S, carries -0.12; number 2, O, carries -0.19; number 3, N, carries -0.34; number 4, N, carries 0.27; number 5, N, carries -0.19; number 6, N, carries -0.23; number 7, C, carries -0.76; number 8, C, carries 0.65; number 9, C, carries -0.38; number 10, C, carries -0.38; number 11, C, carries -0.91; number 12, H, carries 0.48; number 13, H, carries 0.30; number 14, H, carries 0.33; number 15, H, carries 0.32; number 16, H, carries 0.27; number 17, H, carries 0.26; number 18, H, carries 0.36; number 19, H, carries 0.40; number 20, H, carries 0.32; number 21, H, carries 0.36; number 22, H, carries 0.34; number 23, H, carries 0.16; number 24, H, carries 0.32; number 25, H, carries 0.39

(2)
An isolated ion of composition C5H14N5 and charge +1 at a distorted geometry, computed with wB97M-V/def2-TZVPD.

Geometry (Å):
N -0.43077 0.43205 -0.90151
N 1.25979 1.90318 -0.41955
N -0.95801 -0.78720 -0.45700
N 0.79568 0.02557 0.83880
N -1.10864 -0.38737 2.08629
C -0.27662 -0.84883 1.02235
C 1.91039 0.06260 1.74053
C -0.47404 -1.83817 -1.29163
C -1.26143 1.04482 -1.94924
C 0.51021 0.85444 -0.12986
H -0.66088 -2.83897 -0.71528
H -0.68162 1.97563 -2.20576
H 1.84209 1.01879 2.15979
H -2.01806 -0.97187 2.05349
H -1.24894 0.18376 -2.76313
H -2.26755 1.15564 -1.55608
H 0.86562 2.71722 -0.92482
H -0.10713 -1.95712 1.15543
H -1.10681 -1.97430 -2.25249
H 1.59094 -0.76877 2.48464
H 2.85520 -0.17178 1.19070
H 1.73282 2.31528 0.44951
H -1.34043 0.66440 1.91992
H 0.57818 -1.80903 -1.53506

Summary:
Gap between HOMO and LUMO (eV): 10.38
M (g/mol): 144.20
Charge: +1
SMILES string: CN1C(=[NH2+])N(C)N(C)[C@@H]1N
Total energy (Ha): -472.393461
Energy relative to the best compared isomer or geometry (same formula, charge and spin) (kcal per mole): 21.9

For each atom in turn, the Mulliken charge in e is: number 1, N, carries 0.08; number 2, N, carries -0.50; number 3, N, carries -0.27; number 4, N, carries 0.05; number 5, N, carries -0.56; number 6, C, carries -0.43; number 7, C, carries -0.96; number 8, C, carries -1.02; number 9, C, carries -0.71; number 10, C, carries 0.68; number 11, H, carries 0.36; number 12, H, carries 0.28; number 13, H, carries 0.43; number 14, H, carries 0.32; number 15, H, carries 0.24; number 16, H, carries 0.31; number 17, H, carries 0.27; number 18, H, carries 0.51; number 19, H, carries 0.34; number 20, H, carries 0.35; number 21, H, carries 0.31; number 22, H, carries 0.27; number 23, H, carries 0.27; number 24, H, carries 0.39

(3)
C5H14N5 as an isolated structure at a distorted geometry, computed with wB97M-V/def2-TZVPD.

Geometry (Å):
N -0.84780 0.74536 -0.69366
N 0.56824 -2.04061 0.87866
N -3.81667 0.76460 -0.09963
N 2.70940 0.61114 0.10095
N -0.47054 -1.30985 0.45393
C 1.90833 -0.42717 -0.33041
C 3.44870 1.63660 -0.63259
C -0.10261 -0.20890 -0.25999
C -1.81605 -1.54910 0.86578
C 1.73158 -1.61989 0.49540
H -3.88562 0.36406 0.85190
H 2.52116 -2.29010 0.72133
H -4.43025 0.29859 -0.75544
H -3.99657 1.75631 -0.11990
H -1.90853 0.67724 -0.65125
H -0.54837 1.69857 -0.96909
H -2.38652 -0.63772 0.61610
H -2.16539 -2.38248 0.30806
H -1.90838 -1.59170 1.93447
H 2.93520 2.54703 -0.52553
H 1.80747 -0.65844 -1.37043
H 2.81516 0.53382 1.09865
H 4.38892 1.66428 -0.23957
H 3.44913 1.41837 -1.67775

Summary:
Gap between HOMO and LUMO (eV): 9.47
M (g/mol): 144.20
Charge: +1
Total energy (Ha): -472.368451
Energy relative to the best compared isomer or geometry (same formula, charge and spin) (kcal per mole): 37.6

For each atom in turn, the Mulliken charge in e is: number 1, N, carries -0.29; number 2, N, carries -0.89; number 3, N, carries -0.87; number 4, N, carries -0.24; number 5, N, carries 0.58; number 6, C, carries 0.06; number 7, C, carries -0.84; number 8, C, carries 0.32; number 9, C, carries -0.34; number 10, C, carries -0.42; number 11, H, carries 0.24; number 12, H, carries 0.51; number 13, H, carries 0.20; number 14, H, carries 0.25; number 15, H, carries 0.22; number 16, H, carries 0.27; number 17, H, carries -0.18; number 18, H, carries 0.36; number 19, H, carries 0.38; number 20, H, carries 0.32; number 21, H, carries 0.48; number 22, H, carries 0.24; number 23, H, carries 0.33; number 24, H, carries 0.32